[1]
The following is a quantum chemistry calculation of a structure of composition C32H37N9O11Ti, from OMol25.

CARTESIAN COORDINATES (ANGSTROEM)
Ti 0.541 -0.782 -1.168
O -1.277 -0.628 2.259
O 4.010 -1.601 -3.115
O 1.872 0.850 2.207
O 0.035 0.592 -4.646
O -1.065 1.965 -1.468
O 7.303 2.790 -0.062
O -0.087 -0.132 -2.691
O 3.387 2.420 2.662
O 2.040 -1.457 -2.119
O 1.624 0.349 -0.403
O 7.586 1.467 -1.713
N 2.874 1.578 1.856
N 6.889 1.920 -0.814
N 0.566 0.583 -3.578
N 0.973 -2.208 1.263
N -2.661 -2.069 -1.603
N -1.935 -3.309 0.853
N -1.415 1.617 1.947
N -0.984 0.290 0.135
N 0.129 -3.008 -1.251
C -0.172 3.570 1.067
C -3.753 3.059 1.345
C 5.062 0.479 -1.531
C 3.254 -1.051 -2.321
C 1.815 5.464 1.524
C 3.749 0.043 -1.417
C -2.603 3.305 0.605
C -1.297 2.564 0.869
C -1.061 1.577 -0.317
C -0.271 4.453 2.139
C 5.565 1.422 -0.639
C -2.731 -2.947 -2.755
C -4.929 3.743 1.064
C 1.247 -3.747 -0.650
C -2.652 4.231 -0.438
C 2.920 0.562 -0.402
C 1.915 4.590 0.455
C -4.971 4.667 0.032
C -3.660 -2.257 -0.569
C -1.689 -3.973 2.122
C 1.937 -2.956 0.471
C 0.718 5.395 2.369
C 3.518 1.354 0.642
C 4.813 1.842 0.459
C -1.187 0.331 1.497
C -1.344 -3.120 -3.379
C 0.636 -2.822 2.546
C 0.925 3.645 0.221
C -0.197 -4.116 2.457
C -3.308 -3.411 0.381
C -0.350 -3.782 -2.423
C -3.829 4.901 -0.724
H -3.438 -2.587 -3.519
H 5.683 0.092 -2.324
H -2.185 -3.441 2.950
H 1.560 -3.074 3.092
H -0.629 -3.013 -0.556
H -3.091 -3.925 -2.414
H -1.134 4.397 2.796
H -1.760 4.396 -1.026
H 0.883 -4.707 -0.260
H -0.811 -4.716 -2.061
H -3.856 5.605 -1.548
H 0.637 6.067 3.216
H -5.885 5.211 -0.175
H 0.088 -2.083 3.126
H -4.042 -3.397 1.205
H 1.987 -3.960 -1.425
H -1.712 -2.325 1.017
H -5.820 3.546 1.649
H -3.417 -4.378 -0.129
H 2.599 6.189 1.707
H 2.521 -3.655 1.089
H 1.303 -1.260 1.456
H 0.536 -4.058 -2.998
H -1.441 -3.740 -4.276
H -3.719 2.325 2.140
H 2.642 -2.263 0.014
H 2.786 4.620 -0.188
H -3.701 -1.341 0.023
H -1.093 1.845 2.873
H 1.011 2.963 -0.613
H -2.603 -1.102 -1.892
H -0.131 -4.599 3.438
H 5.234 2.500 1.202
H -2.123 -4.979 2.073
H -4.668 -2.441 -0.978
H 0.265 -4.798 1.740
H -0.952 -2.155 -3.674

Atoms 1-3, force components in eV/Å:
Ti -2.47 -3.41 2.45
O 0.00 -0.07 -0.24
O 0.13 0.26 -0.03

Calculated values
Total charge   -2
2S+1   3
Orbital gap (spin up / spin down)   4.41 / 7.42 eV
⟨S²⟩   2.03
Energy   -3411.53318 a.u.

Atom charges from the Löwdin analysis, given in e for atoms 1 to 6: atom 1 (Ti): 0.943, atom 2 (O): 0.007, atom 3 (O): 0.032, atom 4 (O): -0.092, atom 5 (O): -0.029, atom 6 (O): 0.059

=====

[2]
The following is a quantum chemistry calculation of a structure of composition C32H38AsI2N2OsPS, from OMol25.

CARTESIAN COORDINATES (ANGSTROEM)
Os 0.993 2.433 1.502
I -1.488 3.464 1.714
I -1.706 5.851 2.937
As -2.129 -1.955 -1.295
S 2.470 4.545 1.450
P 0.285 0.837 -0.116
N 2.955 1.555 1.451
N 1.482 2.497 3.670
C -4.285 -3.157 0.063
C -3.006 -3.690 -4.949
C -3.895 -1.985 -0.607
C 1.784 3.893 4.113
C -1.165 -4.161 -2.905
C 0.288 -0.586 0.994
C 1.403 0.724 -1.509
C 1.300 -2.518 2.026
C -5.592 -3.287 0.493
C 0.222 -2.617 2.900
C -2.067 -3.106 -2.841
C -6.501 -2.257 0.258
C 3.581 1.502 2.820
C 2.722 -0.388 -3.184
C -2.118 -4.758 -5.029
C 3.837 2.277 0.472
C 2.340 1.991 -3.345
C -0.780 -0.671 1.905
C -4.798 -0.932 -0.811
C -1.378 0.969 -0.898
C 1.959 -0.448 -2.024
C -6.107 -1.089 -0.395
C 2.915 0.821 -3.839
C -3.002 -2.855 -3.841
C -1.192 -4.988 -4.020
C 2.528 1.457 3.904
C -0.815 -1.690 2.843
C -1.758 -0.125 -1.907
C 3.988 3.762 0.798
C 1.592 1.945 -2.181
C 1.342 -1.504 1.080
C 2.791 4.648 3.257
H 4.788 3.979 1.504
H 2.186 -1.447 0.403
H -7.529 -2.368 0.578
H -2.168 -5.431 -5.875
H 4.226 4.303 -0.118
H 1.784 -1.407 -1.557
H -2.140 1.082 -0.122
H -3.580 -3.964 0.219
H 4.819 1.802 0.456
H 2.467 2.926 -3.876
H 3.161 -1.293 -3.585
H 2.726 5.706 3.508
H 2.145 3.884 5.144
H 4.229 0.629 2.893
H -3.721 -3.511 -5.741
H -6.827 -0.305 -0.590
H -0.993 -0.220 -2.677
H 2.025 0.489 3.906
H -3.717 -2.045 -3.770
H 3.507 0.855 -4.745
H 3.000 1.587 4.879
H 3.394 2.156 -0.512
H 2.878 0.595 1.120
H -0.495 -5.811 -4.096
H 4.213 2.376 2.933
H 0.659 2.211 4.198
H -1.339 1.915 -1.449
H 3.820 4.347 3.432
H 2.110 -3.237 2.082
H -4.513 -0.023 -1.325
H 0.194 -3.413 3.634
H -1.587 0.054 1.876
H -0.460 -4.347 -2.107
H -5.907 -4.190 0.999
H -1.649 -1.767 3.529
H 0.838 4.431 4.108
H -2.673 0.198 -2.406
H 1.134 2.856 -1.801

Atoms 1-3, force components in eV/Å:
Os 0.44 0.53 0.17
I 0.13 -0.03 -0.15
I 0.18 -0.20 -0.07

Calculated values
Total charge   +4
2S+1   5
Orbital gap (spin up / spin down)   5.34 / 4.61 eV
⟨S²⟩   6.03
Energy above the lowest of the compared OMol25 structures with the same formula, charge and spin   0.00 kJ/mol
Energy   -5011.58886 a.u.

Atom charges from the Löwdin analysis, given in e for atoms 1 to 6: atom 1 (Os): 0.896, atom 2 (I): 0.420, atom 3 (I): 0.424, atom 4 (As): 1.471, atom 5 (S): 0.903, atom 6 (P): 0.846

=====

[3]
The following is a quantum chemistry calculation of a cluster of 8 separate species, C32H38BF4O12 in total, from OMol25.

CARTESIAN COORDINATES (ANGSTROEM)
F 0.922 -1.578 0.449
F -0.102 -0.066 -0.891
F -1.209 -0.791 0.818
F -0.636 -2.189 -0.984
O -2.412 2.228 -0.496
O 4.768 -1.700 1.282
O -6.702 0.511 -4.390
O 0.288 -5.648 -1.002
O 2.913 -0.995 -1.270
O -3.711 -1.065 2.095
O 3.319 2.993 4.503
O -2.792 -3.050 -2.568
O 2.016 -4.593 4.908
O -1.484 5.698 -4.589
O 5.058 4.029 -0.462
O -1.380 1.385 1.961
C 0.148 -5.904 0.368
C -5.930 -1.799 -4.056
C 3.924 -3.368 4.415
C -3.193 4.007 -1.981
C -3.776 -2.184 -3.056
C 1.969 1.268 3.559
C 2.368 -4.084 2.682
C 4.805 0.544 -1.544
C 3.384 2.444 -0.032
C 2.802 -3.958 3.959
C 4.597 -2.571 3.426
C -0.660 4.130 -3.089
C 3.050 -3.239 1.807
C 4.190 -2.528 2.147
C -4.975 -2.656 -3.639
C 2.127 2.597 3.962
C -4.552 -0.951 0.987
C -3.633 -0.744 -3.017
C -3.017 4.851 -2.975
C -4.560 0.178 -3.472
C -0.950 3.272 -2.048
C 0.914 0.759 2.862
C -1.745 4.929 -3.577
C 0.983 3.451 3.856
C -5.757 -0.323 -3.983
C 5.385 1.856 -1.340
C 2.822 1.179 -0.335
C 3.543 0.255 -0.970
C -0.148 1.748 2.574
C 4.599 2.803 -0.623
C -0.110 3.042 3.198
C -2.180 3.096 -1.484
B -0.287 -1.236 -0.175
H 2.681 3.252 0.590
H -6.898 -2.026 -4.509
H -4.577 1.233 -3.315
H 2.163 -0.924 -0.740
H 1.398 -4.305 2.322
H -0.347 -4.970 1.037
H -5.612 -1.228 1.256
H 0.928 -6.385 0.722
H -0.363 2.562 -1.481
H -0.829 5.386 -5.237
H 4.423 -3.354 5.548
H 0.922 4.376 4.170
H -1.009 3.529 2.876
H -2.779 -0.587 -2.404
H -0.700 -6.323 0.589
H -1.233 0.684 1.529
H 3.993 2.595 4.165
H 5.465 -1.801 3.759
H 4.652 -1.818 0.309
H -4.314 0.029 0.738
H -4.045 -1.417 0.026
H 1.900 1.094 0.327
H -6.334 1.430 -4.831
H -4.066 4.031 -1.355
H -1.998 -2.463 -2.273
H 4.892 4.824 0.297
H -5.056 -3.751 -3.536
H -2.958 -0.541 1.876
H 5.560 -0.369 -1.884
H 0.090 -4.598 -1.081
H 0.937 -0.217 2.562
H -3.962 5.618 -3.408
H 0.396 4.213 -3.368
H 2.759 0.576 3.545
H 2.626 -3.077 0.826
H 1.503 -5.433 4.484
H 6.276 2.296 -1.628
H -1.479 1.829 -0.276

Atoms 1-3, force components in eV/Å:
F 0.22 -0.18 0.55
F 0.54 1.28 -1.10
F -0.41 -1.56 0.08

Calculated values
Total charge   -1
Orbital gap   7.52 eV
Energy above the lowest of the compared OMol25 structures with the same formula, charge and spin   227.33 kJ/mol
Energy   -2569.27490 a.u.

Atom charges from the Löwdin analysis, given in e for atoms 1 to 6: atom 1 (F): 0.121, atom 2 (F): 0.141, atom 3 (F): 0.107, atom 4 (F): 0.250, atom 5 (O): 0.033, atom 6 (O): 0.041

=====

[4]
The following is a quantum chemistry calculation of a structure of composition C32H38F5IN5O8P2SSi2W, from OMol25.

CARTESIAN COORDINATES (ANGSTROEM)
W -0.322 0.511 -0.007
I -5.804 2.784 2.507
S -1.406 4.358 -2.426
P -0.456 -0.161 3.596
P -0.091 -2.944 2.532
Si 2.417 1.407 -1.940
Si -2.502 -2.100 -0.780
F 5.921 -0.539 2.321
F 6.155 -2.734 0.708
F 3.606 0.833 2.422
F 1.705 -2.238 -0.672
F 4.007 -3.532 -0.761
O 1.442 -3.188 2.912
O 1.488 0.137 0.991
O -0.286 -2.358 1.199
O 1.146 -0.203 3.826
O -0.725 -4.392 2.739
O -0.793 0.269 2.181
O -2.184 -2.118 3.892
O -1.189 0.570 4.661
N -1.226 -0.994 -1.223
N -3.477 1.082 -0.521
N 1.055 0.362 -1.611
N 0.107 2.665 0.853
N -2.532 1.126 0.420
C -0.958 1.954 -1.505
C 1.318 -0.662 -3.846
C -4.635 1.604 -0.093
C 0.656 2.912 2.040
C 3.688 -0.245 1.618
C 5.000 -2.053 0.764
C -0.761 -1.954 3.901
C 0.865 -1.542 -4.827
C -0.992 -2.088 -3.420
C -1.497 1.826 -2.829
C 3.906 -2.453 0.025
C -0.863 3.286 -1.176
C 3.993 0.392 -2.239
C 2.107 2.550 -3.414
C 2.702 -1.760 0.072
C -1.906 -3.902 -0.792
C -0.559 -1.209 -2.428
C 4.880 -0.937 1.575
C 0.776 4.184 2.558
C -3.289 -1.721 0.882
C -0.293 -2.260 -4.613
C -0.204 -2.376 5.259
C -4.429 1.974 1.215
C -3.098 1.653 1.495
C -1.784 3.019 -3.423
C 0.637 -0.479 -2.644
C -0.252 5.006 0.561
C 2.553 -0.599 0.862
C 0.304 5.246 1.799
C 2.898 2.578 -0.547
C -0.339 3.691 0.101
C -3.952 -1.984 -2.029
H 0.377 6.261 2.170
H -1.637 0.877 -3.331
H 1.575 0.651 3.935
H -2.271 -4.410 0.107
H 3.816 -0.585 -2.691
H -3.922 -2.749 -2.807
H -0.595 -1.699 6.019
H 2.057 2.051 -4.382
H -5.508 1.646 -0.720
H -4.263 -1.236 0.762
H 1.030 2.036 2.545
H -0.664 -2.956 -5.356
H -1.895 -2.663 -3.273
H -0.816 -3.926 -0.796
H 2.235 -0.123 -4.040
H -3.456 -2.660 1.416
H 2.803 2.150 0.447
H -3.973 -1.019 -2.544
H -2.178 3.179 -4.416
H 4.506 0.228 -1.287
H 0.882 -2.345 5.282
H 1.228 4.333 3.529
H -3.187 0.849 -1.461
H 3.956 2.812 -0.711
H -2.547 -1.320 4.307
H -4.902 -2.096 -1.497
H -0.545 -3.390 5.479
H -0.617 5.820 -0.052
H -2.266 -4.477 -1.648
H 2.911 3.291 -3.456
H -1.083 -4.709 1.899
H -2.541 1.744 2.414
H 2.012 -2.610 2.380
H 4.677 0.950 -2.887
H -2.674 -1.110 1.533
H 1.432 -1.656 -5.744
H 1.167 3.088 -3.267
H 2.348 3.520 -0.585

Atoms 1-3, force components in eV/Å:
W -0.03 0.89 0.02
I -0.05 0.04 0.03
S 0.02 -0.02 0.04

Calculated values
Total charge   -1
2S+1   3
Orbital gap (spin up / spin down)   5.15 / 6.04 eV
⟨S²⟩   2.01
Energy above the lowest of the compared OMol25 structures with the same formula, charge and spin   62.49 kJ/mol
Energy   -4642.36101 a.u.

Atom charges from the Löwdin analysis, given in e for atoms 1 to 6: atom 1 (W): 1.703, atom 2 (I): 0.851, atom 3 (S): 1.002, atom 4 (P): 0.354, atom 5 (P): 0.495, atom 6 (Si): 0.451

=====

[5]
The following is a quantum chemistry calculation of a structure of composition C32H38GeN3ReSi2, from OMol25.

CARTESIAN COORDINATES (ANGSTROEM)
Re -0.399 0.132 0.119
Ge -3.713 -0.378 -0.272
Si -0.175 3.168 -0.975
Si 0.074 -1.400 2.995
N 1.642 -0.382 -2.297
N -0.127 0.094 2.131
N -0.218 2.106 0.440
C -3.621 1.953 3.248
C -5.416 -4.153 -1.317
C -5.198 0.196 3.678
C -1.346 2.517 -2.291
C -4.520 1.331 4.101
C -0.266 2.450 1.799
C -4.080 0.297 1.535
C -3.408 1.437 1.978
C -0.447 3.954 3.693
C -4.183 0.772 -2.902
C -0.693 4.967 -0.689
C -0.370 3.737 2.324
C -1.872 -0.900 -0.458
C -0.345 1.590 4.073
C 1.491 -1.319 4.246
C 0.881 -0.188 -1.441
C -0.439 2.879 4.569
C 0.499 -2.759 1.764
C -7.242 -2.679 -0.828
C -6.339 -1.665 -0.548
C -0.232 1.350 2.701
C -4.979 -0.314 2.405
C -4.962 -1.873 -0.635
C -5.165 3.215 -2.060
C -1.520 -1.882 3.881
C -4.568 1.720 -3.837
C -4.781 2.257 -1.130
C 1.580 3.254 -1.648
C -5.057 2.949 -3.415
C -4.276 1.026 -1.535
C -6.780 -3.930 -1.215
C -4.521 -3.131 -1.028
H -7.480 -4.726 -1.436
H -0.377 0.753 4.755
H -4.478 1.504 -4.894
H -4.871 2.482 -0.074
H -1.748 -1.226 4.722
H 1.165 -2.400 0.976
H -5.506 -1.210 2.098
H -3.458 -3.326 -1.110
H -2.359 -1.824 3.186
H -1.227 1.447 -2.463
H 2.436 -1.129 3.734
H -3.784 -0.177 -3.246
H -0.696 5.442 -1.675
H -1.698 5.061 -0.274
H -0.519 3.039 5.638
H -0.397 -3.159 1.288
H -4.687 1.726 5.095
H 2.229 3.813 -0.970
H -2.694 1.934 1.326
H -5.047 -5.124 -1.624
H 1.004 -3.579 2.283
H -0.401 4.586 1.666
H -3.069 2.830 3.569
H -5.348 3.697 -4.143
H -5.545 4.171 -1.723
H -1.687 -1.911 -0.856
H -8.307 -2.494 -0.752
H -0.527 4.967 4.068
H 2.006 2.261 -1.789
H -1.152 3.030 -3.236
H -2.389 2.691 -2.016
H -5.895 -0.299 4.344
H -0.002 5.529 -0.064
H -6.716 -0.687 -0.264
H 1.576 -2.282 4.757
H 1.364 -0.549 5.003
H 1.585 3.764 -2.614
H -1.460 -2.905 4.260

Atoms 1-3, force components in eV/Å:
Re 0.38 -0.66 -0.21
Ge -0.13 -0.16 0.06
Si 0.04 -0.08 -0.07

Calculated values
Total charge   -1
2S+1   2
Orbital gap (spin up / spin down)   6.92 / 6.66 eV
⟨S²⟩   0.76
Energy above the lowest of the compared OMol25 structures with the same formula, charge and spin   0.00 kJ/mol
Energy   -4140.78196 a.u.

Atom charges from the Löwdin analysis, given in e for atoms 1 to 6: atom 1 (Re): 1.231, atom 2 (Ge): 0.903, atom 3 (Si): 0.416, atom 4 (Si): 0.396, atom 5 (N): -0.026, atom 6 (N): -0.236